1.
Density functional theory data (wB97M-V/def2-TZVPD) for a 9-piece molecular cluster, C26H57N7O12 overall.

Properties
Charge ... -2
LUMO ... 3.117 eV
Energy relative to the best compared isomer or geometry (same formula, charge and spin) ... 127.59 kcal/mol
HOMO ... 0.044 Eh
Max |F| ... 0.094 hartree/bohr
Molecular weight ... 659.78 g mol⁻¹

XYZ file:
```
102
C26H57N7O12, DFT wB97M-V/def2-TZVPD
O -4.628 9.478 -2.708
C -3.252 9.698 -3.029
C -2.098 9.366 -1.995
O -2.159 8.131 -1.184
H -3.096 10.751 -3.262
H -2.951 9.302 -3.999
H -2.025 10.138 -1.229
H -1.153 9.391 -2.538
C -4.754 6.245 -7.548
C -5.602 7.332 -8.233
O -6.176 6.603 -9.325
C -5.759 5.321 -9.361
O -5.964 4.438 -10.181
O -4.986 5.101 -8.288
H -4.995 6.181 -6.487
H -3.674 6.389 -7.525
H -4.992 8.167 -8.578
H -6.332 7.693 -7.509
C 0.132 14.184 1.468
C 0.323 15.639 0.895
O 0.331 16.579 1.678
N 0.326 15.892 -0.428
C 0.011 14.903 -1.471
H 1.104 13.695 1.528
H -0.532 13.548 0.883
H -0.136 14.259 2.521
H 0.214 16.879 -0.611
H -0.349 15.489 -2.317
H -0.818 14.247 -1.205
H 0.835 14.252 -1.762
C 3.621 7.602 0.514
C 3.361 6.614 1.646
O 4.214 5.937 2.206
N 2.088 6.545 1.984
C 1.650 5.600 3.008
H 3.768 8.644 0.799
H 2.690 7.692 -0.045
H 4.386 7.292 -0.197
H 1.391 6.876 1.332
H 2.262 5.740 3.899
H 1.635 4.534 2.782
H 0.590 5.776 3.190
C -8.126 11.590 4.816
C -7.404 11.367 3.486
O -7.459 10.264 2.869
N -6.847 12.417 2.985
C -6.157 12.418 1.694
H -9.188 11.774 4.652
H -7.718 12.426 5.384
H -8.022 10.645 5.350
H -6.716 13.294 3.470
H -5.325 13.118 1.616
H -6.777 12.639 0.825
H -5.769 11.402 1.612
C -1.908 1.344 -4.483
C -2.144 2.600 -3.641
O -3.224 2.899 -3.117
N -1.102 3.428 -3.363
C -0.006 3.731 -4.221
H -2.005 0.432 -3.894
H -0.926 1.348 -4.955
H -2.687 1.343 -5.245
H -1.251 4.183 -2.710
H 0.248 4.791 -4.201
H -0.134 3.273 -5.201
H 0.882 3.226 -3.842
C -2.825 9.047 4.952
C -3.713 8.025 5.621
O -4.344 7.210 4.984
N -3.662 7.990 6.950
C -4.533 7.171 7.775
H -2.145 8.501 4.297
H -2.354 9.564 5.788
H -3.233 9.849 4.338
H -3.091 8.710 7.369
H -3.961 6.886 8.658
H -4.937 6.283 7.288
H -5.382 7.735 8.162
C -8.618 13.173 -5.522
C -9.673 13.107 -4.355
O -10.819 13.509 -4.466
N -9.292 12.538 -3.265
C -10.236 12.266 -2.128
H -7.893 13.925 -5.210
H -9.086 13.649 -6.383
H -8.150 12.199 -5.665
H -8.473 11.947 -3.283
H -9.635 11.915 -1.289
H -10.961 11.481 -2.342
H -10.767 13.144 -1.759
C 7.450 6.500 -7.222
C 6.220 7.053 -6.467
O 6.037 6.823 -5.254
N 5.332 7.623 -7.288
C 3.992 8.092 -6.846
H 8.384 6.881 -6.809
H 7.468 6.673 -8.298
H 7.347 5.427 -7.061
H 5.486 7.490 -8.278
H 3.778 9.039 -7.342
H 3.945 8.386 -5.797
H 3.154 7.423 -7.041
```



2.
Density functional theory data (wB97M-V/def2-TZVPD) for C26H58BiOP4 as an isolated structure.

Properties
Charge ... +3
LUMO (spin up / spin down) ... -10.932 / -11.027 eV
Energy relative to the best compared isomer or geometry (same formula, charge and spin) ... 0.00 kcal/mol
HOMO (spin up / spin down) ... -0.523 / -0.523 Eh
Max |F| ... 0.051 hartree/bohr
Molecular weight ... 719.63 g mol⁻¹

XYZ file:
```
90
C26H58BiOP4, DFT wB97M-V/def2-TZVPD
Bi 0.173 -0.605 0.188
P 0.713 -2.330 -1.701
P 2.912 0.179 0.630
P -2.002 0.657 -1.109
H 2.023 3.114 -0.879
C 0.956 3.328 -0.680
C 0.526 3.642 0.544
H 1.205 3.622 1.400
C 1.345 -1.621 -3.262
C 1.937 -3.448 -0.926
C -0.899 -3.158 -1.950
C 3.561 1.702 1.414
C 3.790 -1.015 1.701
C 4.044 0.155 -0.829
C -2.666 2.344 -0.808
C -3.516 -0.337 -0.823
C -1.945 0.691 -2.950
H 0.268 3.319 -1.552
H -0.515 3.974 0.699
H 1.610 -2.412 -3.988
H 2.255 -1.025 -3.053
H 0.580 -0.974 -3.731
H 2.094 -4.366 -1.513
H 1.571 -3.737 0.081
H 2.907 -2.920 -0.822
H -0.793 -4.124 -2.472
H -1.579 -2.507 -2.534
H -1.348 -3.345 -0.956
H 4.660 1.620 1.443
H 3.193 1.807 2.440
H 3.274 2.596 0.854
H 4.872 -0.863 1.588
H 3.550 -2.056 1.447
H 3.530 -0.864 2.758
H 5.071 0.323 -0.457
H 3.779 0.962 -1.523
H 3.996 -0.805 -1.358
H -3.502 2.534 -1.505
H -1.883 3.100 -0.956
H -3.043 2.422 0.220
H -4.337 0.022 -1.467
H -3.833 -0.236 0.230
H -3.324 -1.400 -1.031
H -2.912 1.072 -3.334
H -1.761 -0.306 -3.375
H -1.138 1.361 -3.275
C -0.513 0.609 -6.490
C 0.055 0.557 -7.803
C 0.143 1.767 -8.490
C -0.369 2.954 -7.891
C -1.110 2.906 -6.715
C -1.301 1.689 -6.065
O -0.236 -0.293 -5.477
H 0.324 -1.024 -5.833
H 0.393 -0.388 -8.225
H 0.599 1.790 -9.480
H -0.216 3.895 -8.392
H -1.568 3.805 -6.295
H -1.986 1.573 -5.232
C 1.136 -2.819 3.488
C -0.247 -2.264 3.845
C -0.491 -2.379 5.359
P -0.509 -0.593 3.127
C -2.320 -0.340 2.909
C -3.198 -1.045 3.948
C -2.670 1.139 2.736
C 0.117 0.646 4.349
C -0.752 0.812 5.590
C 1.586 0.466 4.736
H 1.958 -2.261 3.959
H 1.310 -2.816 2.407
H 1.197 -3.857 3.843
H -1.014 -2.886 3.357
H 0.299 -1.870 5.929
H -1.467 -1.985 5.674
H -0.474 -3.445 5.642
H -2.499 -0.811 1.931
H -3.076 -0.651 4.958
H -4.245 -0.916 3.668
H -3.006 -2.124 3.965
H -1.929 1.685 2.130
H -3.638 1.245 2.206
H -2.747 1.615 3.725
H 0.038 1.587 3.777
H -0.723 -0.082 6.226
H -0.362 1.661 6.180
H -1.800 1.027 5.349
H 2.251 0.451 3.875
H 1.878 1.314 5.363
H 1.778 -0.438 5.321
```



3.
Density functional theory data (wB97M-V/def2-TZVPD) for C26H59Br15N6O11P2 as an isolated structure.

Properties
Charge ... 0
LUMO ... -0.554 eV
HOMO ... -0.299 Eh
Max |F| ... 0.081 hartree/bohr
Molecular weight ... 1892.30 g mol⁻¹

XYZ file:
```
119
C26H59Br15N6O11P2, DFT wB97M-V/def2-TZVPD
C 24.353 1.571 -12.394
Br 24.089 0.626 -10.632
Br 23.110 3.119 -12.562
Br 24.262 0.425 -13.920
H 25.359 1.971 -12.264
C 13.950 -4.125 -3.598
Br 15.037 -2.782 -4.546
Br 15.046 -5.586 -3.059
Br 12.508 -4.671 -4.868
H 13.539 -3.761 -2.656
C 21.926 -14.625 -15.621
Br 22.780 -12.862 -16.033
Br 23.413 -15.822 -14.954
Br 21.061 -15.462 -17.225
H 21.269 -14.483 -14.763
C 29.070 -7.104 -6.488
Br 28.643 -5.247 -6.621
Br 27.623 -7.729 -5.310
Br 30.852 -7.402 -5.659
H 29.068 -7.526 -7.493
C 20.325 0.227 -20.218
Br 20.971 -1.494 -20.705
Br 19.091 0.317 -18.610
Br 19.430 1.267 -21.681
H 21.200 0.787 -19.886
O 12.285 -18.595 -12.384
P 12.314 -17.171 -12.059
N 10.785 -16.375 -11.779
C 10.589 -15.010 -11.216
C 9.549 -17.147 -11.829
N 13.091 -16.215 -13.306
C 12.915 -16.665 -14.655
C 13.503 -14.791 -13.098
N 13.081 -16.908 -10.517
C 12.360 -17.352 -9.320
C 14.537 -17.051 -10.413
H 11.516 -14.641 -10.776
H 9.851 -15.045 -10.416
H 10.100 -14.361 -11.943
H 9.566 -17.880 -11.022
H 9.459 -17.756 -12.728
H 8.694 -16.526 -11.562
H 11.882 -16.564 -14.987
H 13.708 -16.348 -15.332
H 13.183 -17.716 -14.769
H 13.984 -14.707 -12.124
H 14.127 -14.355 -13.878
H 12.656 -14.105 -13.125
H 12.265 -18.437 -9.283
H 12.963 -16.969 -8.496
H 11.394 -16.848 -9.336
H 14.945 -16.473 -9.584
H 15.098 -16.656 -11.260
H 14.774 -18.091 -10.186
O 18.742 -8.249 -11.225
P 19.072 -6.865 -11.626
N 19.480 -6.750 -13.321
C 18.849 -7.614 -14.286
C 19.887 -5.495 -13.901
N 20.389 -6.231 -10.743
C 21.776 -6.662 -11.055
C 20.238 -5.960 -9.327
N 17.776 -5.776 -11.448
C 18.033 -4.375 -11.247
C 16.429 -6.140 -11.696
H 18.906 -8.605 -13.835
H 19.376 -7.630 -15.240
H 17.816 -7.269 -14.311
H 20.498 -4.955 -13.178
H 18.991 -4.910 -14.109
H 20.487 -5.737 -14.778
H 21.914 -6.576 -12.133
H 22.480 -6.009 -10.540
H 21.941 -7.695 -10.747
H 19.222 -6.005 -8.936
H 20.797 -6.639 -8.682
H 20.667 -4.992 -9.070
H 18.599 -4.368 -10.316
H 18.733 -3.942 -11.961
H 17.155 -3.734 -11.160
H 15.982 -6.567 -10.798
H 16.323 -6.834 -12.529
H 15.837 -5.268 -11.971
C 8.563 -1.169 -13.965
O 8.001 -0.161 -13.022
C 8.670 0.062 -11.857
O 9.703 -0.517 -11.493
O 8.005 1.059 -11.366
C 8.303 1.668 -10.152
H 8.598 -0.782 -14.983
H 7.861 -1.992 -14.099
H 9.463 -1.701 -13.656
H 9.270 1.341 -9.769
H 7.640 1.451 -9.314
H 8.256 2.755 -10.077
C 10.047 -1.131 -21.409
O 11.334 -1.250 -20.854
C 11.681 -2.459 -20.378
O 11.012 -3.504 -20.418
O 12.959 -2.372 -19.999
C 13.668 -3.501 -19.526
H 9.755 -0.082 -21.441
H 9.249 -1.493 -20.762
H 10.034 -1.486 -22.440
H 14.730 -3.338 -19.712
H 13.386 -4.425 -20.032
H 13.476 -3.593 -18.457
C 11.322 -12.876 -1.148
O 12.104 -12.851 -2.324
C 11.958 -11.863 -3.142
O 11.265 -10.865 -3.001
O 12.649 -12.133 -4.333
C 12.759 -11.048 -5.303
H 11.931 -13.448 -0.447
H 10.316 -13.285 -1.239
H 11.120 -11.925 -0.654
H 11.891 -10.396 -5.408
H 13.016 -11.502 -6.260
H 13.603 -10.434 -4.989
```



4.
Density functional theory data (wB97M-V/def2-TZVPD) for a 4-piece molecular cluster, C26H59O17P3S overall.

Properties
Charge ... 0
LUMO ... 0.296 eV
Energy relative to the best compared isomer or geometry (same formula, charge and spin) ... 44.85 kcal/mol
SMILES ... O=C(O)CCC[C@@H]1CCCS(=O)(=O)O1.CCOP(=O)(OCC)OCC.CCOP(=O)(OCC)OCC.CCOP(=O)(OCC)OCC
HOMO ... -0.362 Eh
Max |F| ... 0.118 hartree/bohr
Molecular weight ... 768.73 g mol⁻¹

XYZ file:
```
106
C26H59O17P3S, DFT wB97M-V/def2-TZVPD
O -6.606 -2.325 -3.534
C -6.820 -1.827 -2.482
O -7.412 -0.597 -2.432
C -6.470 -2.460 -1.157
C -4.991 -2.912 -1.106
C -4.075 -1.821 -1.674
C -2.651 -1.851 -1.105
C -2.552 -1.787 0.434
C -1.947 -0.459 0.927
C -2.727 0.673 0.219
S -2.177 0.637 -1.480
O -0.943 1.359 -1.538
O -3.193 1.126 -2.359
O -1.784 -0.885 -1.740
H -7.009 -0.113 -1.699
H -6.644 -1.789 -0.313
H -7.120 -3.330 -1.047
H -4.951 -3.830 -1.695
H -4.765 -3.194 -0.079
H -4.541 -0.836 -1.599
H -3.969 -2.030 -2.740
H -2.253 -2.823 -1.398
H -3.518 -1.908 0.921
H -1.865 -2.563 0.774
H -0.924 -0.350 0.567
H -1.994 -0.375 2.010
H -3.780 0.390 0.270
H -2.560 1.658 0.643
C 3.864 -0.842 5.356
C 2.689 -0.955 4.401
O 2.849 -0.118 3.250
P 3.803 -0.606 2.047
O 3.185 -1.786 1.415
O 3.498 0.589 0.982
C 3.148 0.303 -0.376
C 1.652 0.398 -0.575
O 5.146 0.098 2.581
C 6.381 -0.132 1.855
C 6.556 0.861 0.721
H 4.771 -1.260 4.916
H 3.658 -1.379 6.282
H 4.070 0.203 5.589
H 2.535 -1.992 4.091
H 1.778 -0.621 4.897
H 3.525 -0.674 -0.679
H 3.649 1.048 -0.997
H 1.124 -0.237 0.136
H 1.373 0.099 -1.585
H 1.308 1.417 -0.414
H 6.418 -1.160 1.487
H 7.191 -0.007 2.573
H 5.953 0.586 -0.143
H 7.599 0.884 0.400
H 6.252 1.860 1.031
C 9.715 0.414 10.662
C 8.456 0.593 9.834
O 8.668 1.456 8.710
P 9.386 0.876 7.394
O 8.490 -0.121 6.778
O 9.224 2.169 6.411
C 8.694 2.032 5.093
C 7.234 2.428 5.055
O 10.887 1.277 7.804
C 11.988 0.873 6.950
C 12.251 1.885 5.852
H 10.474 -0.142 10.109
H 9.495 -0.132 11.580
H 10.146 1.382 10.918
H 8.070 -0.372 9.495
H 7.681 1.064 10.438
H 8.836 1.017 4.719
H 9.272 2.697 4.447
H 6.647 1.880 5.792
H 6.810 2.244 4.065
H 7.121 3.488 5.285
H 11.799 -0.119 6.533
H 12.860 0.796 7.598
H 11.536 1.781 5.037
H 13.248 1.736 5.434
H 12.169 2.901 6.234
C -11.973 0.578 -10.606
C -12.213 0.329 -9.128
O -11.112 -0.342 -8.509
P -9.803 0.504 -8.097
O -10.179 1.435 -7.018
O -8.968 -0.653 -7.317
C -8.416 -0.425 -6.014
C -9.295 -1.020 -4.939
O -8.995 0.270 -9.470
C -7.721 0.936 -9.660
C -6.570 0.123 -9.098
H -11.172 1.303 -10.757
H -12.875 0.964 -11.081
H -11.674 -0.343 -11.106
H -12.423 1.265 -8.603
H -13.078 -0.321 -9.000
H -8.250 0.638 -5.841
H -7.439 -0.912 -5.994
H -10.322 -0.661 -5.019
H -8.906 -0.769 -3.952
H -9.327 -2.107 -5.036
H -7.747 1.935 -9.220
H -7.599 1.054 -10.736
H -6.503 0.227 -8.016
H -5.625 0.467 -9.520
H -6.700 -0.935 -9.319
```



What is the formula in the second record?
C26H58BiOP4



max |F| of number 1 (C26H57N7O12)?
0.094 hartree/bohr



The highest molecular weight belongs to which entry?
C26H59Br15N6O11P2



Which of these has the highest max |F|?
C26H59O17P3S